1.
Entry from OMol25: a structure of composition C26H39N4OPV (ωB97M-V/def2-TZVPD).

The calculation puts the largest force on an atom at 0.5 eV/Å. The value obtained for the gap between HOMO and LUMO (alpha / beta) is 5.2 / 5.2 eV. The calculation puts the total energy at -2592.77533 Eh. Its total charge is +3. As for the spin multiplicity: 1. The HOMO energy (alpha / beta) comes out at -16.80 / -16.80 eV.

Structure (XYZ):
```
72
Properties=species:S:1:pos:R:3:forces:R:3
V -0.834 0.137 0.357 0.22 0.00 0.45
C 2.290 0.729 -2.573 0.00 -0.02 0.02
C 1.229 0.892 -1.556 -0.02 0.09 -0.01
N 0.691 -0.110 -0.937 0.03 -0.09 0.01
N 1.025 -1.392 -1.276 0.03 0.02 -0.04
C 0.102 -2.186 -0.846 -0.27 0.01 0.20
O -0.860 -1.555 -0.071 0.04 -0.11 -0.12
C -0.029 -3.594 -1.072 0.14 0.01 -0.05
C -1.079 -4.316 -0.488 -0.01 -0.01 0.00
C -1.188 -5.670 -0.732 0.01 0.00 0.00
C -0.257 -6.303 -1.550 0.00 -0.01 0.00
C 0.788 -5.589 -2.131 0.00 0.01 0.00
C 0.906 -4.235 -1.900 0.00 -0.02 0.01
C 0.581 2.167 -1.202 0.00 -0.04 0.00
C 0.906 3.409 -1.694 -0.01 0.00 0.01
C 0.129 4.506 -1.317 0.01 0.00 -0.02
C -0.938 4.329 -0.452 0.01 -0.01 0.04
C -1.196 3.056 0.029 -0.02 0.05 -0.05
N -0.466 2.001 -0.351 -0.05 0.10 -0.09
H 1.875 0.210 -3.443 0.00 0.01 0.00
H 2.705 1.680 -2.891 0.01 0.00 0.00
H 3.081 0.089 -2.179 0.00 0.00 -0.01
H -1.807 -3.819 0.139 0.00 0.00 0.00
H -1.998 -6.238 -0.295 0.00 0.00 0.00
H -0.349 -7.364 -1.742 0.00 0.00 0.00
H 1.501 -6.094 -2.767 0.00 0.00 0.00
H 1.707 -3.667 -2.353 0.00 0.00 0.00
H 1.738 3.535 -2.373 0.00 -0.01 0.00
H 0.360 5.490 -1.706 0.00 0.00 0.00
H -1.565 5.156 -0.150 0.01 0.00 0.01
H -2.017 2.873 0.715 0.00 0.02 0.00
C -1.863 1.954 4.160 0.01 0.01 -0.04
C -1.679 0.433 4.056 -0.03 0.05 0.04
C -1.953 -0.198 5.435 -0.05 0.00 -0.02
C -2.707 -0.075 3.032 -0.02 -0.06 -0.04
P 0.052 -0.008 3.506 0.09 -0.15 -0.22
N -0.162 0.212 1.803 -0.07 0.09 -0.15
C 1.385 1.200 3.974 0.06 0.06 0.05
C 2.763 0.635 3.593 -0.02 -0.01 -0.01
C 1.333 1.440 5.495 -0.02 -0.01 -0.02
C 1.219 2.530 3.220 -0.02 -0.04 -0.04
C 0.492 -1.807 3.695 0.04 -0.06 0.03
C -0.728 -2.688 3.383 -0.05 0.00 -0.05
C 1.605 -2.195 2.700 -0.01 0.02 0.02
C 0.956 -2.081 5.136 -0.03 0.01 0.00
H -2.911 2.136 4.402 0.00 0.01 0.00
H -1.643 2.468 3.223 -0.04 -0.01 -0.01
H -1.271 2.401 4.953 -0.02 0.01 -0.03
H -2.933 0.148 5.767 0.00 0.01 0.01
H -1.228 0.118 6.184 0.02 0.04 0.01
H -1.981 -1.285 5.408 -0.02 0.10 0.06
H -3.700 0.210 3.383 -0.02 -0.03 -0.01
H -2.705 -1.147 2.869 0.02 -0.06 0.02
H -2.607 0.435 2.050 -0.01 0.09 0.02
H 3.047 -0.229 4.185 0.00 -0.02 0.02
H 3.492 1.419 3.802 0.00 -0.01 0.00
H 2.839 0.389 2.533 0.00 0.01 0.00
H 1.433 0.524 6.075 0.01 -0.02 0.00
H 0.433 1.962 5.813 0.05 -0.03 0.02
H 2.182 2.077 5.749 0.00 0.00 0.01
H 1.212 2.389 2.136 0.01 -0.01 0.01
H 2.091 3.139 3.460 -0.01 0.01 0.01
H 0.344 3.096 3.516 -0.06 0.02 0.03
H -1.090 -2.555 2.361 0.02 0.00 0.01
H -1.549 -2.560 4.085 0.03 -0.04 -0.09
H -0.397 -3.723 3.470 0.00 0.00 0.01
H 1.416 -1.847 1.683 -0.03 0.00 -0.01
H 1.635 -3.285 2.665 0.01 -0.01 0.01
H 2.588 -1.856 3.006 0.01 0.00 0.00
H 0.197 -1.843 5.881 0.03 -0.01 -0.02
H 1.878 -1.565 5.389 0.03 0.02 0.00
H 1.156 -3.151 5.209 0.00 0.00 0.01
```
Positions in Å, forces in eV/Å.

Calculated atomic charges, method Löwdin, unit e: number 1, V, carries 1.1119; number 2, C, carries 0.0425; number 3, C, carries -0.1722; number 4, N, carries -0.0328; number 5, N, carries 0.1592; number 6, C, carries -0.2912; number 7, O, carries -0.1470; number 8, C, carries -0.1631; number 9, C, carries -0.0076; number 10, C, carries -0.0313; number 11, C, carries -0.0064; number 12, C, carries -0.0240; number 13, C, carries 0.0104; number 14, C, carries -0.1692; number 15, C, carries 0.0717; number 16, C, carries 0.0493; number 17, C, carries 0.0266; number 18, C, carries -0.0597; number 19, N, carries -0.0186; number 20, H, carries 0.1281; number 21, H, carries 0.0929; number 22, H, carries 0.1164; number 23, H, carries 0.1126; number 24, H, carries 0.1241; number 25, H, carries 0.1297; number 26, H, carries 0.1271; number 27, H, carries 0.1248; number 28, H, carries 0.1385; number 29, H, carries 0.1471; number 30, H, carries 0.1416; number 31, H, carries 0.1295; number 32, C, carries -0.0589; number 33, C, carries -0.5913; number 34, C, carries -0.0377; number 35, C, carries -0.0545; number 36, P, carries 1.1566; number 37, N, carries -0.1574; number 38, C, carries -0.6047; number 39, C, carries -0.0610; number 40, C, carries -0.0378; number 41, C, carries -0.0632; number 42, C, carries -0.5935; number 43, C, carries -0.0602; number 44, C, carries -0.0499; number 45, C, carries -0.0394; number 46, H, carries 0.1138; number 47, H, carries 0.0671; number 48, H, carries 0.0815; number 49, H, carries 0.1161; number 50, H, carries 0.0934; number 51, H, carries 0.0745; number 52, H, carries 0.1217; number 53, H, carries 0.0782; number 54, H, carries 0.0580; number 55, H, carries 0.0784; number 56, H, carries 0.1113; number 57, H, carries 0.0902; number 58, H, carries 0.0849; number 59, H, carries 0.0761; number 60, H, carries 0.1165; number 61, H, carries 0.0672; number 62, H, carries 0.1110; number 63, H, carries 0.0697; number 64, H, carries 0.0641; number 65, H, carries 0.0747; number 66, H, carries 0.1134; number 67, H, carries 0.0633; number 68, H, carries 0.1112; number 69, H, carries 0.0756; number 70, H, carries 0.0852; number 71, H, carries 0.0784; number 72, H, carries 0.1164

=====

2.
Entry from OMol25: a structure of composition C22H35AsInN8O3S2 (ωB97M-V/def2-TZVPD).

The calculation puts the largest force on an atom at 0.4 eV/Å. The calculation puts the energy above the lowest of the compared OMol25 structures with the same formula, charge and spin at 3.0 kcal per mole. The value obtained for the gap between HOMO and LUMO is 8.3 eV. The calculation puts the total energy at -4745.30120 Eh. Its total charge is +1. As for the spin multiplicity: 1. The HOMO energy comes out at -10.23 eV.

Structure (XYZ):
```
72
Properties=species:S:1:pos:R:3:forces:R:3
In 0.203 0.659 -0.015 0.08 0.03 0.04
N 2.530 1.250 0.315 0.00 0.09 0.00
C 3.148 2.109 -0.704 -0.01 -0.02 0.00
C 2.149 3.138 -1.220 0.01 0.02 -0.02
N 0.881 2.541 -1.641 -0.06 -0.02 0.00
C 0.802 2.043 -3.009 0.00 0.00 0.01
C 1.310 0.607 -3.099 0.00 0.00 0.01
N 0.684 -0.220 -2.064 0.02 -0.05 0.00
H 3.060 0.393 0.432 -0.03 -0.03 -0.03
H 2.498 1.719 1.215 0.02 0.01 -0.01
H 4.024 2.637 -0.319 0.00 0.00 0.00
H 3.498 1.464 -1.509 0.01 0.00 0.00
H 1.917 3.835 -0.413 0.00 0.00 0.00
H 2.613 3.710 -2.031 0.00 0.00 0.00
H 0.134 3.198 -1.455 0.00 0.00 0.00
H -0.247 2.067 -3.311 0.00 0.00 0.01
H 1.360 2.670 -3.714 -0.01 0.01 0.00
H 1.116 0.214 -4.099 -0.01 0.00 0.00
H 2.387 0.571 -2.949 0.00 0.00 -0.02
H -0.225 -0.597 -2.320 0.00 -0.02 0.02
H 1.284 -0.999 -1.793 0.03 -0.01 0.01
N 2.748 -0.474 7.362 0.00 0.00 0.00
C 2.062 -0.683 6.189 0.01 0.00 0.01
C 1.616 0.404 5.424 -0.01 0.01 -0.01
C 0.961 0.195 4.229 0.01 0.00 0.00
C 0.752 -1.104 3.776 -0.01 -0.04 0.01
C 1.181 -2.194 4.526 0.00 0.01 -0.01
C 1.831 -1.983 5.723 -0.01 -0.01 0.00
S -0.065 -1.341 2.255 0.09 0.11 -0.02
O -0.674 -2.645 2.238 0.01 0.00 0.03
O -0.912 -0.175 2.033 -0.07 -0.13 0.07
N 1.007 -1.132 1.044 -0.09 0.07 0.04
C 2.000 -2.023 0.766 -0.03 -0.03 -0.01
N 2.679 -1.796 -0.378 0.01 -0.02 0.00
C 3.669 -2.643 -0.658 0.00 -0.01 0.00
C 3.999 -3.709 0.154 -0.01 0.01 0.00
C 3.231 -3.853 1.300 0.00 0.00 0.00
N 2.242 -3.030 1.616 0.01 0.00 0.01
H 2.664 0.428 7.798 0.00 0.00 0.00
H 2.817 -1.243 8.005 0.00 0.00 0.00
H 1.772 1.412 5.786 0.00 0.00 0.00
H 0.581 1.033 3.656 0.00 0.00 0.00
H 0.996 -3.195 4.163 0.00 0.00 0.00
H 2.163 -2.828 6.314 0.00 0.00 0.00
H 4.212 -2.454 -1.578 0.00 0.00 0.00
H 4.803 -4.387 -0.088 0.00 0.00 0.00
H 3.416 -4.664 1.997 0.00 0.00 0.00
S -0.226 2.868 1.349 0.00 -0.06 0.03
C -1.752 2.646 0.558 -0.01 0.00 0.00
C -2.869 3.470 0.739 0.02 0.01 0.01
C -4.030 3.180 0.060 -0.01 0.00 -0.01
C -4.087 2.075 -0.792 0.00 0.01 0.01
C -2.960 1.302 -0.926 0.00 0.01 -0.02
N -1.822 1.591 -0.280 0.01 0.03 0.01
H -2.803 4.311 1.414 0.00 0.00 0.00
H -4.903 3.807 0.194 0.00 0.00 0.00
H -4.990 1.821 -1.327 0.00 0.00 0.00
H -2.928 0.412 -1.539 0.00 0.00 0.00
C -0.531 -4.150 -0.547 0.02 0.01 0.01
As -1.916 -2.844 -0.792 -0.09 0.00 0.22
C -2.667 -3.215 -2.522 -0.01 0.00 -0.01
C -3.275 -3.172 0.512 -0.04 -0.01 0.00
O -1.407 -1.264 -0.737 0.12 -0.01 -0.33
H -0.973 -5.143 -0.637 0.01 0.00 -0.03
H -0.112 -4.027 0.449 0.03 0.02 0.00
H 0.237 -4.024 -1.310 0.00 0.02 0.01
H -3.032 -4.240 -2.563 -0.01 0.00 0.00
H -1.899 -3.076 -3.282 -0.01 0.00 0.00
H -3.491 -2.528 -2.708 0.00 0.00 -0.01
H -3.622 -4.202 0.453 0.00 0.00 -0.02
H -4.103 -2.488 0.333 0.00 0.00 -0.02
H -2.836 -2.976 1.487 -0.02 -0.01 0.01
```
Positions in Å, forces in eV/Å.

Calculated atomic charges, method Löwdin, unit e: number 1, In, carries 0.6866; number 2, N, carries -0.0080; number 3, C, carries -0.2081; number 4, C, carries -0.2023; number 5, N, carries -0.1241; number 6, C, carries -0.1820; number 7, C, carries -0.1963; number 8, N, carries -0.0045; number 9, H, carries 0.0691; number 10, H, carries 0.0855; number 11, H, carries 0.1250; number 12, H, carries 0.1036; number 13, H, carries 0.0996; number 14, H, carries 0.1270; number 15, H, carries 0.0951; number 16, H, carries 0.1272; number 17, H, carries 0.1259; number 18, H, carries 0.1250; number 19, H, carries 0.1048; number 20, H, carries 0.0726; number 21, H, carries 0.0591; number 22, N, carries 0.1151; number 23, C, carries -0.3108; number 24, C, carries -0.0183; number 25, C, carries -0.0524; number 26, C, carries -0.2994; number 27, C, carries -0.0593; number 28, C, carries -0.0184; number 29, S, carries 0.6357; number 30, O, carries -0.3071; number 31, O, carries -0.3650; number 32, N, carries -0.1453; number 33, C, carries -0.4660; number 34, N, carries 0.0878; number 35, C, carries -0.1207; number 36, C, carries -0.0489; number 37, C, carries -0.1019; number 38, N, carries 0.1421; number 39, H, carries 0.0982; number 40, H, carries 0.0983; number 41, H, carries 0.1155; number 42, H, carries 0.0869; number 43, H, carries 0.1104; number 44, H, carries 0.1150; number 45, H, carries 0.1136; number 46, H, carries 0.1037; number 47, H, carries 0.1187; number 48, S, carries 0.6933; number 49, C, carries -0.7350; number 50, C, carries -0.0749; number 51, C, carries -0.0475; number 52, C, carries -0.0522; number 53, C, carries -0.1146; number 54, N, carries -0.0469; number 55, H, carries 0.1102; number 56, H, carries 0.1159; number 57, H, carries 0.1068; number 58, H, carries 0.0997; number 59, C, carries -0.1845; number 60, As, carries 1.0022; number 61, C, carries -0.2001; number 62, C, carries -0.1794; number 63, O, carries -0.5504; number 64, H, carries 0.0493; number 65, H, carries 0.0127; number 66, H, carries 0.0433; number 67, H, carries 0.0441; number 68, H, carries 0.0383; number 69, H, carries 0.0400; number 70, H, carries 0.0493; number 71, H, carries 0.0481; number 72, H, carries 0.0239

=====

3.
Entry from OMol25: the ion C2HN2 with charge +1 (ωB97M-V/def2-TZVPD).

The calculation puts the largest force on an atom at 8.4 eV/Å. The calculation puts the energy above the lowest of the compared OMol25 structures with the same formula, charge and spin at 29.8 kcal per mole. The value obtained for the gap between HOMO and LUMO is 10.2 eV. The calculation puts the total energy at -185.86872 Eh. Its total charge is +1. As for the spin multiplicity: 1. The HOMO energy comes out at -17.97 eV.

Structure (XYZ):
```
5
Properties=species:S:1:pos:R:3:forces:R:3
C -1.185 0.444 0.288 6.07 -3.53 -2.00
C -0.028 -0.078 0.033 -7.38 3.56 1.75
N 1.221 -0.318 -0.185 0.82 -0.51 -0.14
N 2.257 -0.625 -0.400 0.06 0.18 0.04
H -2.266 0.577 0.264 0.43 0.29 0.35
```
Positions in Å, forces in eV/Å.

Calculated atomic charges, method natural (NBO), unit e: number 1, C, carries 0.2167; number 2, C, carries -0.0295; number 3, N, carries 0.0997; number 4, N, carries 0.4024; number 5, H, carries 0.3106

=====

4.
Entry from OMol25: a cluster of 2 separate species, C3H6NO2 in total (ωB97M-V/def2-TZVPD).

The calculation puts the largest force on an atom at 3.9 eV/Å. The calculation puts the energy above the lowest of the compared OMol25 structures with the same formula, charge and spin at 162.8 kcal per mole. The value obtained for the gap between HOMO and LUMO is 4.9 eV. The calculation puts the total energy at -322.95885 Eh. Its total charge is -1. As for the spin multiplicity: 1. The HOMO energy comes out at -3.08 eV.

Structure (XYZ):
```
12
Properties=species:S:1:pos:R:3:forces:R:3
C 0.779 -0.329 -1.238 1.94 -0.07 1.03
C -0.958 0.504 0.958 1.13 2.17 -1.52
C -0.936 -0.702 1.712 0.81 -1.50 3.49
O -1.620 -1.622 1.260 -0.62 -1.31 -0.69
O -0.301 -0.707 2.867 -0.94 0.65 -2.60
N 1.507 0.511 -2.270 -1.23 -2.22 0.08
H 1.207 -0.599 -0.231 0.01 0.14 -1.43
H 0.363 0.670 -1.260 -2.18 1.84 1.10
H -1.741 0.778 0.249 0.06 -0.30 0.42
H -0.311 1.279 1.343 0.04 0.34 -0.27
H 1.949 1.270 -1.798 0.81 0.40 0.75
H 0.062 -1.052 -1.592 0.17 -0.13 -0.37
```
Positions in Å, forces in eV/Å.

Calculated atomic charges, method natural (NBO), unit e: number 1, C, carries -0.4424; number 2, C, carries -0.2934; number 3, C, carries 0.5933; number 4, O, carries -0.7079; number 5, O, carries -0.7579; number 6, N, carries -0.7741; number 7, H, carries 0.2000; number 8, H, carries 0.3168; number 9, H, carries 0.1867; number 10, H, carries 0.1757; number 11, H, carries 0.2962; number 12, H, carries 0.2069

=====

- total charge of number 4 (C3H6NO2)?
  -1